## one
Below is C5H15N3O in the gas phase, with properties calculated with wB97M-V/def2-TZVPD.

Summary:
SMILES: CN(C)COC(C)(N)N
E_HOMO in eV: -8.5
LUMO level in eV: 0.927
Frontier orbital gap in hartree: 0.34816

ORCA input file:
```
! RIJCOSX wB97M-V def2-TZVPD def2/J DEFGRID3
* xyz 0 1
C 1.262 2.226 -0.029
N 0.241 1.761 -0.943
C 0.866 0.691 -2.040
C -0.888 1.134 -0.366
O -0.765 -0.337 -0.531
C -0.681 -1.217 0.598
C 0.622 -1.050 1.381
N -1.799 -0.929 1.472
N -0.742 -2.570 0.081
H 1.769 1.421 0.527
H 0.834 2.921 0.701
H 2.022 2.760 -0.608
H 0.212 0.095 -2.670
H 1.336 1.401 -2.713
H 1.612 0.084 -1.521
H -1.030 1.356 0.693
H -1.776 1.368 -0.962
H 1.472 -1.111 0.703
H 0.632 -0.084 1.878
H 0.705 -1.844 2.120
H -2.670 -1.043 0.966
H -1.793 -1.575 2.250
H 0.095 -2.795 -0.441
H -1.536 -2.662 -0.545
*
```

Results of the Mulliken charge analysis, in e, for atoms 1 through 8: -0.796, -0.105, -0.841, -0.690, -0.390, 0.961, -1.448, -0.613



## two
Below is C5H15N3O in the gas phase, with properties calculated with wB97M-V/def2-TZVPD.

Summary:
SMILES: CC(C)(CO)CN(N)N
E_HOMO in eV: -7.6
LUMO level in eV: 0.754
Frontier orbital gap in hartree: 0.30644

ORCA input file:
```
! RIJCOSX wB97M-V def2-TZVPD def2/J DEFGRID3
* xyz 0 1
C 0.081 -1.605 0.312
C -0.233 -0.371 -0.523
C -1.736 -0.102 -0.570
C 0.290 -0.702 -2.212
O 1.674 -0.916 -2.335
C 0.603 0.821 -0.210
N 0.553 1.403 1.389
N -0.703 1.641 1.945
N 1.280 0.571 2.255
H -0.189 -1.442 1.363
H -0.486 -2.474 -0.036
H 1.146 -1.848 0.270
H -2.257 -0.894 -1.119
H -2.181 -0.081 0.430
H -1.957 0.852 -1.057
H -0.221 -1.632 -2.470
H -0.046 0.083 -2.896
H 2.100 -0.068 -2.528
H 0.306 1.697 -0.791
H 1.672 0.643 -0.352
H -1.251 0.788 2.063
H -1.238 2.281 1.364
H 2.047 1.114 2.651
H 0.745 0.240 3.057
*
```

Results of the Mulliken charge analysis, in e, for atoms 1 through 8: -1.655, 2.176, -1.775, -0.884, -0.515, -1.505, 0.136, -0.699



## three
Below is a molecular structure, C5H15N3O, with properties calculated with wB97M-V/def2-TZVPD.

Summary:
E_HOMO in eV: -7.4
LUMO level in eV: 0.922
Frontier orbital gap in hartree: 0.30759

ORCA input file:
```
! RIJCOSX wB97M-V def2-TZVPD def2/J DEFGRID3
* xyz 0 1
C 0.852 -0.533 -0.093
C 2.212 -0.235 -0.726
C 1.034 -0.689 1.409
C -0.253 1.227 -0.327
N 0.334 -1.817 -0.646
N -0.234 1.488 -1.689
O -0.034 2.079 0.510
H 0.841 -2.619 -0.261
H 0.450 -1.838 -1.657
H 0.123 2.408 -1.905
H -0.200 0.657 -2.266
H 2.627 0.710 -0.360
H 2.160 -0.171 -1.820
H 2.952 -1.026 -0.520
H 1.382 0.244 1.861
H 1.764 -1.476 1.665
H 0.089 -0.952 1.896
C -2.540 0.469 1.227
N -1.884 0.308 -0.079
H -2.414 0.775 -0.815
H -1.174 -0.515 -0.065
H -3.148 1.373 1.243
H -1.778 0.539 2.000
H -3.161 -0.407 1.418
*
```

Results of the Mulliken charge analysis, in e, for atoms 1 through 8: 0.502, -1.638, -1.505, 0.604, -0.539, -0.523, -0.674, 0.295



Of the structures shown above, one is the most stable.